C31H43HfN6O2PS | ωB97M-V with the def2-TZVPD basis set

- energy above the lowest of the compared OMol25 structures with the same formula, charge and spin (kcal/mol) = 0.00
- frontier orbital gap (eV) = 6.4720
- LUMO (eV) = -6.11
- F_max (eV/Å) = 0.73
- energy (eV) = -67303.5871
- charge = +2

Geometry as XYZ:
```
85
Properties=species:S:1:pos:R:3:forces:R:3
Hf 0.305 0.102 -0.283 0.1 0.6 -0.3
N -4.081 -0.835 -0.468 0.0 0.0 0.2
C -2.905 -0.270 -0.169 -0.1 0.0 -0.2
S -1.988 0.395 -1.519 0.1 -0.1 0.2
N -2.554 -0.244 1.099 0.2 0.1 -0.2
N -1.336 0.360 1.251 -0.2 -0.2 0.4
C -1.032 0.834 2.402 0.0 0.1 -0.1
C 0.178 1.664 2.478 -0.2 -0.1 0.0
C 0.538 2.333 3.630 0.1 0.0 -0.1
C 1.617 3.211 3.570 -0.1 -0.1 0.1
C 2.279 3.382 2.371 0.0 0.0 -0.1
C 1.864 2.653 1.265 0.1 0.0 0.1
N 0.839 1.809 1.307 -0.1 -0.4 0.2
H -4.462 -0.763 -1.395 0.0 0.0 0.0
H -4.691 -1.103 0.289 0.0 0.0 0.0
H -1.699 0.717 3.251 0.0 0.1 0.0
H -0.016 2.179 4.545 0.0 0.0 0.0
H 1.924 3.758 4.452 0.0 0.0 0.0
H 3.112 4.063 2.278 0.0 0.0 0.0
H 2.376 2.743 0.316 0.0 0.0 0.0
C -0.301 -2.491 -3.577 0.0 0.0 0.0
C -1.111 -2.952 -2.368 -0.1 -0.1 0.0
C -1.615 -4.385 -2.557 0.0 0.0 0.0
P -0.274 -2.566 -0.771 0.0 0.3 0.2
C -1.147 -3.564 0.519 -0.1 -0.2 -0.1
C -0.786 -5.053 0.485 0.0 0.0 0.0
C -0.881 -3.051 1.926 0.0 0.0 0.1
C 1.435 -3.115 -0.727 0.1 -0.1 0.0
C 1.868 -4.332 -1.250 0.1 0.0 0.0
C 3.157 -4.804 -1.038 -0.1 0.1 0.0
C 3.621 -6.105 -1.623 0.0 -0.1 0.0
C 3.994 -4.027 -0.243 0.0 0.0 0.0
C 3.595 -2.806 0.278 0.0 -0.1 -0.1
C 2.319 -2.311 0.010 -0.2 0.3 0.2
N 1.901 -1.005 0.450 0.4 -0.3 0.0
C 2.905 -0.340 1.259 -0.1 0.1 -0.3
C 2.881 -0.444 2.654 0.1 0.1 0.0
C 1.864 -1.273 3.372 -0.1 -0.1 0.0
C 3.862 0.210 3.391 0.0 0.0 0.0
C 4.884 0.938 2.793 0.0 0.0 0.0
C 5.930 1.618 3.625 0.1 0.0 0.0
C 4.907 0.997 1.407 0.0 0.0 0.0
C 3.935 0.372 0.632 0.0 0.0 0.1
C 4.037 0.466 -0.867 0.1 0.0 -0.1
H -0.810 -2.817 -4.485 0.0 0.0 0.0
H 0.705 -2.915 -3.586 0.0 0.0 0.0
H -0.212 -1.408 -3.612 0.0 0.0 0.0
H -1.994 -2.307 -2.295 0.0 0.0 0.0
H -0.809 -5.116 -2.618 0.0 0.0 0.0
H -2.163 -4.432 -3.499 0.0 0.0 0.0
H -2.302 -4.693 -1.769 0.0 0.0 -0.1
H -2.209 -3.430 0.277 0.0 0.0 0.0
H 0.248 -5.191 0.803 0.0 0.0 0.0
H -0.907 -5.531 -0.483 0.0 0.0 0.1
H -1.420 -5.582 1.198 0.0 0.0 0.0
H 0.179 -3.143 2.160 0.1 0.0 0.0
H -1.427 -3.669 2.640 0.0 0.0 0.0
H -1.197 -2.022 2.075 0.0 0.0 0.0
H 1.176 -4.939 -1.822 0.0 0.0 0.0
H 2.793 -6.653 -2.071 0.0 0.0 0.0
H 4.073 -6.743 -0.863 0.0 0.0 0.0
H 4.370 -5.943 -2.399 0.0 0.0 0.0
H 4.993 -4.381 -0.021 0.0 0.0 0.0
H 4.292 -2.246 0.884 0.0 0.0 0.0
H 0.847 -1.074 3.038 0.0 0.0 0.0
H 1.916 -1.100 4.446 0.0 0.0 0.0
H 2.041 -2.337 3.202 0.0 0.0 0.0
H 3.836 0.126 4.472 0.0 0.0 0.0
H 6.370 0.925 4.342 0.0 0.0 0.0
H 5.504 2.444 4.198 0.0 0.0 0.0
H 6.733 2.019 3.008 0.0 0.0 0.0
H 5.710 1.534 0.914 0.0 0.0 0.0
H 5.064 0.699 -1.155 0.0 0.0 0.0
H 3.398 1.275 -1.246 0.0 0.0 0.0
H 3.733 -0.457 -1.361 0.0 0.0 0.0
N 2.845 2.476 -3.809 0.0 0.0 0.0
C 1.554 1.703 -3.939 0.2 0.1 0.1
C 1.191 1.159 -2.564 0.0 -0.3 0.1
O 1.263 -0.072 -2.340 -0.3 0.0 -0.3
O 0.846 1.958 -1.658 0.2 0.0 0.2
H 3.165 2.810 -4.720 0.0 0.0 0.0
H 3.589 1.902 -3.402 0.0 0.0 0.0
H 2.716 3.290 -3.201 0.0 0.0 0.0
H 1.714 0.908 -4.661 0.0 0.0 0.0
H 0.802 2.411 -4.280 -0.1 -0.1 0.0
```
Forces are in eV/Å.


C31H43I2N3O5PtSSi | ωB97M-V with the def2-TZVPD basis set

- frontier orbital gap (eV) = 5.7154
- LUMO (eV) = -7.99
- F_max (eV/Å) = 2.45
- energy (eV) = -85703.5239
- charge = +2

Geometry as XYZ:
```
87
Properties=species:S:1:pos:R:3:forces:R:3
Pt 0.014 1.165 -1.870 0.1 0.4 -2.4
C -0.790 -2.613 -4.087 0.1 0.0 -0.1
C 0.473 -2.581 -3.289 0.1 0.6 0.1
N 1.067 -3.707 -2.961 0.0 -0.2 -0.1
C 2.187 -3.706 -2.229 -0.1 0.2 0.0
C 2.761 -2.557 -1.716 0.3 -0.3 -0.1
C 3.987 -2.646 -0.832 -0.2 0.0 0.0
O 5.042 -1.795 -1.255 0.0 0.1 0.0
C 2.151 -1.343 -2.045 -0.2 0.4 -0.2
C 2.740 -0.074 -1.690 0.3 -0.1 -0.3
N 2.136 1.060 -1.719 -1.0 -0.2 1.2
C 2.909 2.265 -1.630 0.1 0.1 0.1
C 4.083 2.334 -0.884 -0.1 -0.1 0.1
C 4.873 3.470 -0.915 0.0 0.0 0.0
C 4.503 4.565 -1.684 0.0 0.0 0.0
C 3.325 4.526 -2.413 0.0 0.0 0.0
C 2.547 3.382 -2.369 -0.1 0.0 -0.1
I 0.820 3.298 -3.550 0.1 -0.2 0.1
C 1.028 -1.328 -2.891 0.2 -0.9 0.3
O 0.494 -0.208 -3.341 -0.7 1.0 0.6
H -1.162 -3.633 -4.133 0.0 0.0 0.0
H -0.609 -2.255 -5.103 0.0 0.0 0.0
H -1.537 -1.961 -3.633 0.0 0.0 0.0
H 2.625 -4.679 -2.036 0.0 0.0 0.1
H 4.309 -3.687 -0.775 0.0 0.0 0.0
H 3.728 -2.331 0.181 0.0 0.0 0.0
H 5.559 -2.231 -1.941 0.0 0.0 0.0
H 3.813 -0.097 -1.510 0.0 0.1 -0.1
H 4.378 1.498 -0.264 0.0 0.0 0.0
H 5.788 3.494 -0.339 0.0 0.0 0.0
H 5.128 5.446 -1.722 0.0 0.0 0.0
H 3.023 5.374 -3.012 0.0 0.0 0.0
C 0.228 2.070 3.342 0.0 -0.1 -0.1
C 1.157 1.130 2.585 0.0 0.0 0.1
C 2.350 1.883 2.027 0.0 0.0 0.0
C 1.613 -0.013 3.480 0.0 0.0 0.0
O 0.472 0.580 1.424 0.0 0.0 0.1
Si -0.928 -0.245 1.340 0.1 -0.1 -0.6
S -1.009 -0.653 -0.829 0.2 0.0 0.5
O -1.034 -1.641 2.109 -0.1 0.1 0.0
C -0.687 -3.040 1.979 0.1 -0.2 0.1
C -1.808 -3.723 1.213 0.0 0.1 0.0
C -0.578 -3.579 3.397 -0.1 0.1 0.0
C 0.640 -3.184 1.250 0.0 0.1 0.0
O -2.152 0.731 1.709 0.0 0.2 0.3
C -3.523 0.531 2.142 -0.1 -0.1 0.0
C -4.227 -0.377 1.143 0.1 0.0 0.0
C -4.155 1.913 2.155 0.1 0.0 0.0
C -3.524 -0.075 3.537 0.1 0.0 0.0
H 0.766 2.557 4.155 0.0 0.0 0.0
H -0.620 1.528 3.762 0.0 0.0 0.0
H -0.165 2.843 2.677 0.0 0.0 0.0
H 2.882 2.400 2.826 0.0 0.0 0.0
H 2.027 2.623 1.290 0.0 0.0 0.0
H 3.038 1.185 1.548 0.0 0.0 0.0
H 2.159 0.379 4.338 0.0 0.0 0.0
H 2.273 -0.686 2.930 0.0 0.0 0.0
H 0.758 -0.584 3.846 0.0 0.0 0.0
H -2.750 -3.630 1.754 0.0 0.0 0.0
H -1.587 -4.782 1.083 0.0 0.0 0.0
H -1.923 -3.271 0.223 0.0 0.0 0.0
H -1.531 -3.478 3.918 0.0 0.0 0.0
H 0.182 -3.031 3.955 0.0 0.0 0.0
H -0.303 -4.633 3.374 0.0 0.0 0.0
H 0.531 -2.905 0.202 0.0 0.0 -0.1
H 0.981 -4.218 1.303 0.0 0.0 0.0
H 1.392 -2.539 1.710 0.0 -0.1 0.0
H -4.117 0.017 0.131 0.0 0.0 0.0
H -5.289 -0.441 1.378 0.0 0.0 0.0
H -3.807 -1.385 1.174 0.0 0.0 0.0
H -4.212 2.320 1.142 0.0 0.0 0.0
H -3.566 2.592 2.773 0.0 0.0 0.0
H -5.163 1.860 2.564 0.0 0.0 0.0
H -2.991 -1.025 3.542 0.0 0.0 0.0
H -4.548 -0.250 3.869 0.0 0.0 0.0
H -3.044 0.601 4.247 0.0 0.0 0.0
I -1.287 3.169 -0.222 0.5 -0.4 -0.2
C -2.478 2.637 -1.839 -0.2 0.1 0.2
C -3.683 3.216 -2.168 0.0 -0.1 -0.1
C -4.323 2.735 -3.305 0.0 0.0 0.0
C -3.744 1.716 -4.051 0.0 0.0 0.1
C -2.536 1.186 -3.641 0.0 -0.2 -0.1
N -1.928 1.649 -2.545 0.6 -0.3 0.5
H -4.102 4.014 -1.572 0.0 0.0 0.0
H -5.269 3.164 -3.609 0.0 0.0 0.0
H -4.221 1.330 -4.940 0.0 0.0 0.0
H -2.033 0.387 -4.171 0.0 0.0 0.0
```
Forces are in eV/Å.